{
  "formula": "C18H28O2",
  "method": "ωB97M-V/def2-TZVPD",
  "charge": 0,
  "de_lowest_ev": 19.1068,
  "gap_ev": 9.715,
  "smiles": "O=C(O)CCCCCCCCCCCc1ccccc1",
  "fmax_ev_per_a": 19.02,
  "energy_ev": -23197.60886,
  "e_homo_ha": -0.329,
  "symbols": ["O", "C", "O", "C", "C", "C", "C", "C", "C", "C", "C", "C", "C", "C", "C", "C", "C", "C", "C", "C", "H", "H", "H", "H", "H", "H", "H", "H", "H", "H", "H", "H", "H", "H", "H", "H", "H", "H", "H", "H", "H", "H", "H", "H", "H", "H", "H", "H"],
  "coordinates": [[-5.80697, -2.09808, -0.41888], [-6.32655, -1.11929, -0.22904], [-7.39318, -1.05136, 0.55337], [-6.18067, 0.10782, -0.87951], [-4.77632, 0.42587, -0.95275], [-3.99456, 0.44292, 0.45153], [-2.44450, 0.83343, -0.11366], [-1.66503, 0.91220, 1.20536], [-0.06833, 0.97429, 1.05440], [0.22238, 2.54271, 0.42378], [1.68358, 2.69830, 0.32018], [2.60169, 1.41971, -0.52953], [4.08162, 2.05189, -0.44269], [4.90834, 0.78596, -1.24230], [4.84257, -0.45435, -0.55333], [4.15128, -1.31370, -1.13894], [4.00341, -2.60150, -0.31890], [4.80788, -2.87789, 0.56375], [5.57278, -1.76899, 1.25632], [5.69589, -0.52413, 0.51670], [-7.67476, -2.08267, 0.84549], [-6.69751, 0.29325, -1.60761], [-6.46050, 0.85233, 0.03964], [-4.70431, 1.50932, -1.62660], [-4.19723, -0.36713, -1.64060], [-4.38630, 1.32791, 0.95322], [-4.07154, -0.51319, 0.85087], [-2.23365, 1.66748, -0.38873], [-2.17567, 0.07510, -0.37402], [-1.97803, 1.77805, 1.91384], [-1.91028, 0.10713, 1.97527], [0.25601, 0.19333, 0.27298], [0.40267, 0.96601, 2.29303], [-0.10072, 2.29137, -0.62500], [-0.17548, 3.36135, 0.97352], [2.17943, 2.61151, 1.47389], [1.95183, 3.48153, 0.01670], [2.48906, 0.71383, -0.04014], [2.13863, 1.55308, -1.55612], [4.45230, 1.99577, 0.40695], [4.10279, 2.92104, -0.80501], [4.36646, 0.83387, -2.18520], [5.93274, 1.27368, -1.31731], [3.44096, -1.09064, -1.95946], [3.38934, -3.61675, -0.79335], [4.92836, -3.80847, 1.14365], [6.33542, -1.86362, 1.70769], [6.29562, 0.19544, 0.98499]],
  "forces_ev_per_a": [[5.1, -7.7, -1.5], [-5.5, 2.8, 1.0], [-3.2, -3.9, 3.0], [5.0, 3.4, 10.4], [4.3, 1.4, -3.5], [1.2, 4.2, -6.0], [-9.0, 3.6, 14.2], [1.4, 0.0, 3.9], [-1.2, 2.9, 2.1], [0.7, -5.4, -1.1], [0.1, -13.6, 6.9], [0.7, 17.9, -6.4], [-4.5, -10.9, -5.8], [0.4, 7.3, -1.0], [4.0, 6.5, 0.4], [-6.1, -8.5, 0.2], [-6.7, -0.6, -11.0], [6.9, 0.0, 10.5], [-8.3, 3.0, -10.9], [-1.9, -6.0, 4.1], [1.4, 4.0, -1.1], [-5.8, 1.6, -8.0], [-0.3, -1.1, -2.4], [0.3, -2.9, 2.2], [-1.2, 1.7, 1.3], [0.0, -0.6, 0.8], [0.2, -1.4, 1.3], [1.3, 9.5, -5.2], [5.7, -14.7, -7.3], [0.5, -0.7, -1.6], [0.2, 0.2, -1.4], [0.0, 1.1, 1.7], [-1.0, -0.5, -4.1], [-0.5, 1.3, 0.8], [-1.1, 0.3, 0.2], [-1.3, 0.3, -2.8], [4.0, 11.5, -4.8], [-2.0, -12.4, 7.6], [0.9, -1.0, 1.1], [2.9, -0.2, 8.3], [0.6, 6.7, -3.5], [0.6, -0.4, -0.3], [-0.9, -1.2, -0.4], [0.9, -0.3, 0.5], [1.4, 3.3, 1.2], [-0.5, 0.1, -0.8], [9.5, -2.3, 7.5], [0.7, 1.4, -0.2]],
  "mulliken_charge": [-0.476, 0.592, -0.523, -0.833, -0.417, -0.875, -1.888, -0.669, -0.378, -0.602, -1.567, -0.997, -1.884, -1.357, 0.890, 0.150, -0.537, -0.266, -1.130, -0.366, 0.378, 0.695, 0.180, 0.224, 0.249, 0.321, 0.570, 0.926, 0.755, 0.387, 0.429, 0.174, 0.210, 0.191, 0.411, 0.245, 1.180, 1.168, 0.110, 0.875, 0.837, 0.380, 0.401, 0.292, 0.151, 0.338, 0.595, 0.461]
}

{
  "formula": "C20H20N4O3",
  "method": "ωB97M-V/def2-TZVPD",
  "charge": 0,
  "de_lowest_ev": 3.4687,
  "gap_ev": 8.389,
  "smiles": "CCn1ncc2c(O)c(Cc3cncc4cc(OC)c(OC)cc34)cnc21",
  "fmax_ev_per_a": 2.79,
  "energy_ev": -33165.95836,
  "e_homo_ha": -0.311,
  "symbols": ["C", "C", "N", "N", "C", "C", "C", "O", "C", "C", "C", "C", "N", "C", "C", "C", "C", "O", "C", "C", "O", "C", "C", "C", "C", "N", "C", "H", "H", "H", "H", "H", "H", "H", "H", "H", "H", "H", "H", "H", "H", "H", "H", "H", "H", "H", "H"],
  "coordinates": [[1.66676, 4.68920, 2.00953], [0.23163, 4.96302, 2.51908], [-0.54283, 3.69417, 2.52587], [-0.59531, 2.89992, 3.64131], [-1.14717, 1.79003, 3.24941], [-1.45538, 1.80974, 1.85543], [-1.92086, 0.82709, 0.98517], [-2.09245, -0.43517, 1.52640], [-2.03094, 1.16909, -0.35787], [-2.55382, 0.21188, -1.43745], [-2.22352, -1.28168, -1.30029], [-3.28314, -2.20480, -1.13124], [-3.04647, -3.52104, -1.03894], [-1.79616, -3.96467, -1.06086], [-0.70040, -3.10762, -1.20024], [0.64017, -3.61780, -1.27211], [1.76295, -2.77186, -1.52310], [3.06580, -3.20659, -1.57198], [3.36670, -4.47777, -1.01124], [1.48903, -1.38829, -1.72028], [2.49653, -0.50588, -1.89320], [3.11727, -0.16731, -0.64835], [0.19317, -0.90073, -1.69630], [-0.91182, -1.73475, -1.38893], [-1.70963, 2.47024, -0.77428], [-1.26263, 3.41305, 0.10570], [-1.10588, 3.08734, 1.39900], [2.23500, 5.60402, 1.98058], [2.20878, 4.02557, 2.67058], [1.63408, 4.27408, 0.99102], [-0.26950, 5.68892, 1.85199], [0.29574, 5.36725, 3.53868], [-1.27215, 0.91129, 3.91038], [-1.97008, -1.10307, 0.83266], [-3.64363, 0.27992, -1.50043], [-2.17450, 0.47460, -2.39976], [-4.29563, -1.81321, -1.08050], [-1.66920, -5.02501, -0.93946], [0.75400, -4.68879, -1.23175], [2.96457, -5.30276, -1.65475], [4.42728, -4.59754, -1.01688], [2.98976, -4.56361, -0.00376], [4.09881, 0.22725, -0.85576], [3.29120, -1.00994, 0.03790], [2.51314, 0.61622, -0.20470], [0.01487, 0.15225, -1.87066], [-1.78413, 2.74376, -1.84563]],
  "forces_ev_per_a": [[-0.7, 0.0, -0.3], [0.4, -0.7, -0.3], [-0.2, 1.7, -1.0], [0.1, 0.4, -1.1], [-0.1, -1.6, 0.3], [-0.3, -0.3, 0.8], [0.6, -0.6, 0.3], [0.0, 1.0, -0.6], [-0.5, -0.8, -1.1], [-0.2, -1.1, 0.9], [-2.4, 0.6, 0.3], [2.2, 1.1, -0.2], [0.0, -0.7, 0.1], [-1.3, 0.9, 0.2], [1.8, -0.5, -0.4], [1.3, 1.3, -0.6], [-1.8, -2.1, 0.7], [-0.7, 0.7, 0.1], [-1.0, -0.7, -1.2], [-1.1, 0.4, 0.2], [0.8, -0.2, 0.0], [0.2, 0.1, 0.0], [0.5, -0.5, 0.3], [0.5, -0.2, -0.3], [0.7, 1.0, 2.4], [0.4, 0.6, -1.1], [-0.2, -1.7, 0.1], [0.1, 0.5, -0.1], [-0.1, -0.4, 0.1], [0.0, 0.1, 0.4], [0.1, -0.5, 0.4], [-0.4, -0.3, -0.3], [0.1, 0.9, -0.3], [-0.3, 0.1, 0.1], [0.0, 0.1, 0.0], [0.3, 0.7, -0.7], [0.0, -0.4, 0.0], [0.1, -0.3, 0.0], [0.2, -0.1, 0.2], [0.1, 0.6, 0.6], [0.7, 0.2, 0.0], [-0.2, 0.0, 0.4], [0.3, 0.2, -0.3], [-0.5, 0.0, -0.3], [-0.1, 0.0, 0.5], [0.3, 0.0, 0.1], [0.0, 0.0, 0.9]],
  "mulliken_charge": [-1.072, -0.435, 0.770, -1.017, -0.619, 0.542, 0.632, -0.724, 0.672, -1.394, -0.068, -0.387, -0.683, -0.892, 0.149, -0.361, 0.338, -0.450, -0.886, 0.551, -0.539, -0.701, -0.708, 1.327, -0.711, -0.668, 0.220, 0.393, 0.299, 0.276, 0.294, 0.326, 0.496, 0.300, 0.504, 0.441, 0.350, 0.394, 0.356, 0.298, 0.264, 0.391, 0.284, 0.262, 0.270, 0.525, 0.390]
}

Number 2 is which compound?
C20H20N4O3